[1]
{"formula": "C3H7I3Si", "method": "ωB97M-V/def2-TZVPD", "species": ["I", "I", "I", "Si", "C", "C", "C", "H", "H", "H", "H", "H", "H", "H"], "positions_angstrom": [[4.815, 1.921, -0.534], [2.347, -3.482, -0.430], [3.277, -0.227, 1.007], [0.147, -0.798, 0.012], [1.779, -1.647, 0.475], [-0.655, -0.707, 1.774], [0.389, 1.032, -0.843], [-1.625, -0.178, 1.599], [-0.723, -1.740, 2.177], [1.493, 1.145, -0.883], [-0.003, 0.807, -1.798], [-0.900, -1.595, -0.775], [-0.181, 1.827, -0.406], [-0.218, -0.236, 2.636]], "forces_ev_per_angstrom": [[0.0, 0.0, 0.0], [-0.2, 0.9, 0.5], [-0.6, -1.0, 0.0], [-0.9, 1.7, 1.2], [0.8, 0.2, -1.0], [-0.5, -0.3, -0.7], [1.0, -3.0, 1.2], [0.4, -0.9, 0.4], [-0.7, 0.4, -0.7], [-0.9, 0.6, -0.1], [-0.2, 0.2, -1.4], [1.0, 0.2, 0.3], [0.0, 0.4, 0.5], [0.8, 0.8, -0.1]], "mulliken_charge": [-0.1977, 0.1103, 0.2287, 0.4842, -0.3068, -0.9939, -0.8136, 0.2585, 0.2868, 0.0855, 0.2838, -0.1118, 0.3214, 0.3646], "lumo_ev": [-1.71, -2.56], "homo_lumo_gap_ev": [7.302, 6.155], "e_homo_ev": [-9.01, -8.71], "total_charge": 0}

[2]
{"formula": "C3H7IN3", "method": "ωB97M-V/def2-TZVPD", "species": ["I", "N", "N", "N", "C", "C", "C", "H", "H", "H", "H", "H", "H", "H"], "positions_angstrom": [[-1.485, -2.610, -0.087], [0.325, 1.167, -0.199], [-0.554, -0.837, 0.454], [-1.991, 0.669, -0.648], [-0.781, 0.486, -0.240], [0.912, -0.935, 0.686], [1.457, 0.405, 0.285], [1.197, -1.674, 0.055], [2.251, 0.323, -0.434], [-2.341, 1.373, -1.370], [0.527, 2.124, -0.725], [1.103, -1.253, 1.747], [-2.588, -0.088, -0.647], [1.970, 0.850, 1.123]], "forces_ev_per_angstrom": [[0.2, 0.9, 0.1], [0.9, 3.6, -2.1], [-0.3, 3.1, -1.1], [-0.9, 4.1, -2.8], [0.8, -5.3, 2.2], [-1.9, 0.5, 2.2], [1.2, 0.0, 0.8], [1.6, -2.3, -1.7], [0.0, -0.1, -0.8], [1.3, -0.9, 1.7], [-1.0, -2.8, 1.7], [-0.1, 0.5, -1.0], [-1.4, -2.1, 0.4], [-0.4, 0.7, 0.5]], "mulliken_charge": [0.2913, -0.1409, -0.5312, -0.3081, 0.4765, -0.3382, -0.4259, 0.3212, 0.2982, 0.2917, 0.3239, 0.2931, 0.1467, 0.3016], "smiles": "[NH2+]=C1NCCN1I", "lumo_ev": -4.55, "homo_lumo_gap_ev": 8.641, "e_homo_ev": -13.19, "total_charge": 1}